# 1
{
  "formula": "C5H8N2",
  "method": "the ωB97M-V functional and the def2-TZVPD basis",
  "species": ["N", "N", "C", "C", "C", "C", "C", "H", "H", "H", "H", "H", "H", "H", "H"],
  "positions_angstrom": [[0.9096, 0.9911, 2.2527], [2.2419, -0.2511, -0.4953], [-1.7131, -0.4347, 0.4249], [-1.5237, 0.6235, -0.5440], [0.7241, 0.3777, 1.2914], [0.8835, -0.3890, 0.0270], [-0.1856, 0.0786, -0.9480], [0.0273, -0.1102, -2.0203], [0.7673, -1.4438, 0.2848], [-1.5752, 1.6356, -0.1553], [2.8728, -0.6312, 0.2126], [-2.2187, 0.4632, -1.3692], [-1.8851, -1.4610, 0.1505], [2.4716, 0.7288, -0.6010], [-1.7967, -0.1775, 1.4890]],
  "nbo_charge": [-0.3373, -0.7902, -0.3147, -0.5311, 0.2553, -0.2049, -0.1232, 0.2119, 0.2259, 0.2324, 0.3651, 0.2452, 0.1950, 0.3622, 0.2085],
  "gap_ev": [8.45, 8.25],
  "homo_ha": [-0.306, -0.302],
  "de_lowest_kcal_mol": 100.7
}

***

# 2
{
  "formula": "C31H57ClF4I3NO6S",
  "method": "the ωB97M-V functional and the def2-TZVPD basis",
  "species": ["I", "I", "I", "Cl", "S", "F", "F", "F", "F", "O", "O", "O", "O", "O", "O", "N", "C", "C", "C", "C", "C", "C", "C", "C", "C", "C", "C", "C", "C", "C", "C", "C", "C", "C", "C", "C", "C", "C", "C", "C", "C", "C", "C", "C", "C", "C", "C", "H", "H", "H", "H", "H", "H", "H", "H", "H", "H", "H", "H", "H", "H", "H", "H", "H", "H", "H", "H", "H", "H", "H", "H", "H", "H", "H", "H", "H", "H", "H", "H", "H", "H", "H", "H", "H", "H", "H", "H", "H", "H", "H", "H", "H", "H", "H", "H", "H", "H", "H", "H", "H", "H", "H", "H", "H"],
  "positions_angstrom": [[-2.8143, 1.6814, -3.3164], [4.9309, 1.3899, 3.3749], [5.2830, 0.6905, 0.5050], [2.0586, -2.5596, -2.7128], [-1.6104, 6.0216, 0.7544], [-2.6829, -2.2626, -1.9369], [2.2356, 5.9094, -1.2507], [-3.8993, -2.6081, -0.0756], [-1.7287, -3.1895, 0.0073], [-5.6335, 0.2874, 4.2870], [1.0560, 1.3017, 0.5648], [-1.3755, 4.2600, -3.3588], [3.1842, -6.1624, -0.1972], [-3.2638, -0.5536, 1.1385], [3.4557, 2.1873, -1.8356], [1.1336, 2.4652, -2.1300], [-1.9833, 4.2117, 0.8944], [5.2176, 2.3787, -3.5417], [1.0434, 3.6959, -1.3435], [3.1942, -7.4693, 0.3548], [3.0129, 1.6209, 2.2684], [-2.3102, -0.7209, 0.0447], [-0.0796, -0.7984, -2.7202], [2.1536, 1.4831, -1.8062], [2.6638, -0.5803, -0.0903], [2.4257, 0.3240, -2.8830], [1.3879, 5.0681, -2.0894], [3.2779, -8.5693, -0.6907], [-2.6024, -2.2161, -0.5306], [2.4064, 3.0010, 2.8354], [-0.8009, -0.4985, 0.4938], [-5.6323, -1.0216, 4.8385], [2.3241, -1.4445, 1.0454], [0.4477, 2.4932, -3.3966], [-1.1498, 1.8098, 1.4367], [0.7422, -5.9743, -0.4257], [-1.0855, 3.0615, -3.3472], [-0.2803, 1.0294, 0.2855], [3.7963, 2.9460, -2.9617], [2.1637, 0.9707, -0.2341], [-5.5304, -2.1199, 3.7934], [-0.7857, 3.3531, 1.5790], [-6.6931, 0.5942, 3.3921], [-8.0711, 0.4734, 4.0167], [2.1092, -5.8554, -1.0744], [3.3426, 1.6961, 0.6477], [1.4413, -0.8498, -3.1727], [3.4894, -0.0573, -2.6642], [-0.1567, -1.2717, -0.0186], [2.1745, -6.4710, -1.9787], [-1.1110, 1.2448, 2.4300], [-0.0397, -5.6826, -1.1316], [4.0230, 4.0416, -2.6813], [2.4094, -8.5680, -1.3530], [-6.6121, -0.0207, 2.4885], [-2.9787, 3.9944, 1.4258], [1.3778, 2.7370, 3.2822], [0.5331, -6.9951, -0.0996], [0.6793, -5.3288, 0.4539], [2.3285, -7.6125, 1.0089], [-0.4323, 0.1714, -2.2605], [2.2578, -4.8222, -1.3960], [-6.3875, -2.1178, 3.1162], [-8.2848, -0.5477, 4.3380], [2.4131, 0.7259, 2.5870], [0.2406, 3.6609, 1.2239], [0.9692, 3.2516, -4.0989], [-0.6896, -0.6937, 1.6226], [5.4678, 1.4421, -2.9201], [3.3846, 2.8219, 0.5175], [0.3426, 1.5507, -4.0139], [-0.7421, 1.4885, -0.6699], [0.4674, 5.7220, -2.3016], [2.5631, 0.8491, -3.9047], [3.1076, 2.9758, -3.8619], [-8.8407, 0.7651, 3.2977], [1.3825, -0.9919, -4.3184], [2.2878, 3.8165, 2.0538], [4.1657, -8.4386, -1.3147], [-6.5090, -1.1656, 5.4776], [-8.1500, 1.1178, 4.8957], [-2.1030, 3.7792, -0.1675], [-4.6320, -1.9880, 3.1846], [4.0775, -7.5278, 0.9957], [3.3289, -9.5487, -0.2089], [-6.5387, 1.6284, 3.0736], [1.6690, 3.7111, -0.3795], [3.0238, 3.3673, 3.7265], [-2.2560, 1.7744, 1.1137], [-0.7674, -0.9550, -3.6346], [6.0559, 3.1382, -3.4734], [5.0306, 1.9883, -4.6018], [-0.0384, 3.8175, -0.9580], [-4.7602, -1.0805, 5.4944], [1.4621, -2.1753, 1.0495], [-2.5427, -0.0008, -0.8051], [3.0625, -1.3838, 1.9196], [-3.9990, -0.0669, 0.6962], [-0.3736, 6.3144, 1.3061], [-5.4873, -3.1000, 4.2742], [3.3928, -1.0848, -0.8034], [-0.8345, 3.6297, 2.6947], [1.9213, 4.9468, -3.0868], [-0.2974, -1.7262, -2.0780]],
  "lowdin_charge": [0.8451, 0.6791, 0.8958, 0.6074, 0.6396, 0.0613, -0.1134, 0.0488, 0.0756, -0.1633, -0.0927, -0.0332, -0.1591, -0.0454, -0.2230, -0.0929, -0.5646, -0.0614, -0.1093, -0.2819, -0.6803, -0.2226, -0.1593, -0.2765, -0.0929, -0.1156, -0.1156, -0.0837, -0.3491, -0.1746, -0.0751, -0.2766, -0.1591, -0.1578, -0.1097, -0.0761, -0.6721, -0.2747, -0.2574, -0.2956, -0.0748, -0.2545, -0.2872, -0.0812, -0.2855, -0.5307, -0.6027, 0.1289, 0.0771, 0.1076, 0.1319, 0.0757, 0.1306, 0.0639, 0.1017, 0.0906, 0.0824, 0.0654, 0.0801, 0.1051, 0.0109, 0.0487, 0.0669, 0.0659, 0.0567, 0.0605, 0.1317, 0.1429, 0.0636, 0.0965, 0.1173, 0.1200, 0.1230, 0.1312, 0.1065, 0.0773, 0.1044, 0.0730, 0.0809, 0.1045, 0.0830, 0.0574, 0.0706, 0.1180, 0.0757, 0.1161, 0.1300, 0.0324, 0.1127, 0.0841, 0.0759, 0.0745, 0.1024, 0.1189, 0.0392, 0.0829, 0.0480, 0.1141, -0.1309, 0.0787, 0.0420, 0.1174, 0.1079, 0.0547],
  "gap_ev": 4.28,
  "homo_ha": -0.221
}

***

# 3
{
  "formula": "C4H9NO3",
  "method": "the ωB97M-V functional and the def2-TZVPD basis",
  "species": ["O", "O", "O", "N", "C", "C", "C", "C", "H", "H", "H", "H", "H", "H", "H", "H", "H"],
  "positions_angstrom": [[1.2884, 1.0416, 0.5173], [1.0590, 3.5398, -0.2226], [-2.0870, 0.4739, -2.2921], [-0.1432, 0.5414, -1.1056], [-1.3566, -0.0109, -1.4335], [-0.5170, -1.9590, 1.0643], [0.6517, -1.2844, 0.3639], [0.6404, 0.1786, -0.0119], [0.8845, 2.6897, 0.0253], [-0.5793, -3.0755, 0.9525], [-1.5619, -1.7208, 0.6678], [1.1721, -2.0776, -0.2909], [1.3579, -1.3060, 1.2604], [0.0120, 1.5395, -1.3831], [-0.6302, -1.6815, 2.2049], [1.3458, 4.0181, 0.4905], [-1.5366, -0.9068, -0.8071]],
  "nbo_charge": [-0.5675, -0.9520, -0.5506, -0.6553, 0.5309, -0.6168, -0.5729, 0.7136, 0.4662, 0.2373, 0.1998, 0.2632, 0.2568, 0.4295, 0.2253, 0.4651, 0.1276],
  "gap_ev": 10.98,
  "smiles": "CCC(=O)NC=O.O",
  "homo_ha": -0.390,
  "de_lowest_kcal_mol": 42.5
}

***

# 4
{
  "formula": "C45H80Cl2F3N3O11PS",
  "method": "the ωB97M-V functional and the def2-TZVPD basis",
  "species": ["Cl", "Cl", "S", "P", "F", "F", "F", "O", "O", "O", "O", "O", "O", "O", "O", "O", "O", "O", "N", "N", "N", "C", "C", "C", "C", "C", "C", "C", "C", "C", "C", "C", "C", "C", "C", "C", "C", "C", "C", "C", "C", "C", "C", "C", "C", "C", "C", "C", "C", "C", "C", "C", "C", "C", "C", "C", "C", "C", "C", "C", "C", "C", "C", "C", "C", "C", "H", "H", "H", "H", "H", "H", "H", "H", "H", "H", "H", "H", "H", "H", "H", "H", "H", "H", "H", "H", "H", "H", "H", "H", "H", "H", "H", "H", "H", "H", "H", "H", "H", "H", "H", "H", "H", "H", "H", "H", "H", "H", "H", "H", "H", "H", "H", "H", "H", "H", "H", "H", "H", "H", "H", "H", "H", "H", "H", "H", "H", "H", "H", "H", "H", "H", "H", "H", "H", "H", "H", "H", "H", "H", "H", "H", "H", "H", "H", "H"],
  "positions_angstrom": [[-2.5981, -3.4022, -0.1605], [-2.1145, -1.5160, -3.1056], [-0.1873, 1.5967, -3.6154], [-2.7083, -1.3130, -0.1936], [1.2161, 2.3390, -5.6220], [2.1833, 2.9801, -3.7989], [0.3714, 4.0589, -4.6405], [-1.3852, 1.7257, -4.4779], [2.1781, -2.0674, -5.0002], [5.2865, -6.2995, 6.9548], [-6.9319, -1.5619, -0.5307], [1.2473, -6.7709, 3.1746], [-4.2397, -0.8444, -0.6600], [-1.6915, 4.8906, 1.4571], [0.3691, 0.2913, -3.9938], [-5.0704, 4.0568, -2.3029], [0.0851, -3.7047, 6.9276], [-2.0345, 8.5678, -0.4296], [2.6799, -1.1287, -2.2739], [-0.7790, 4.3567, -1.9122], [-1.9136, 0.7905, -1.7353], [-1.5579, -0.6286, -1.5758], [-8.1155, -1.8057, -0.3934], [0.9481, 2.6313, -0.0004], [5.8217, -7.3637, 6.7312], [0.7087, -3.0591, 4.7296], [-1.5584, 3.1502, -1.7503], [1.5054, -3.0105, 1.1523], [5.8907, -3.1418, 0.4310], [1.3683, -0.3785, 0.7319], [0.9464, 0.0351, -0.7659], [0.1644, 1.4466, -0.6625], [1.7082, -2.1845, -6.1132], [2.0291, -6.4917, 5.4008], [-0.2305, 10.0639, -0.0328], [4.3454, -3.0958, 0.7007], [6.4816, -7.6463, 5.4055], [-6.6602, 2.4676, -3.0739], [1.0419, -3.4619, -6.5515], [-2.2544, 6.8639, 2.6499], [0.9637, 2.8544, -4.3656], [3.6517, -4.3594, 1.0348], [-5.4768, 3.3872, -3.2310], [1.0799, -1.5521, 6.7839], [3.4623, 2.9374, -0.2887], [2.1517, -1.7295, 0.8136], [3.6173, -1.8396, 0.6167], [0.1169, 6.4004, 1.7674], [-4.8177, 3.4426, -4.5859], [-1.2225, 9.6642, -2.3744], [2.2208, -4.2708, 1.2758], [-0.0339, -7.9142, 4.8180], [-0.1015, -1.0624, -1.2342], [1.7685, -1.0574, -7.1101], [-8.5871, -3.1514, 0.0873], [-9.1656, -0.7724, -0.6983], [-0.7665, 1.7705, -1.9008], [-1.3132, 5.9501, 1.9146], [0.5766, -2.8544, 6.2164], [2.1803, 3.2378, -0.6945], [-1.2397, 9.3553, -0.8997], [4.0525, -0.9430, -2.8330], [-1.4670, 5.4819, -2.5519], [5.8545, -8.4581, 7.7673], [2.2917, 0.1053, -1.5815], [1.0957, -7.0337, 4.3513], [-1.4188, 10.7257, -2.5346], [2.1484, -1.4482, 6.5856], [-2.3206, 7.8227, 2.1322], [2.3292, -1.3710, -7.9927], [3.6788, 2.7664, 0.8004], [-9.8228, -1.1331, -1.4915], [0.7579, -0.7572, -7.3936], [1.7608, -3.0237, 4.4393], [0.7813, 9.8101, -0.3556], [-9.7453, -0.5556, 0.2006], [-0.0006, -3.2675, -6.8106], [-2.3629, 3.1093, -2.5492], [0.1956, 4.2464, -2.1587], [0.1440, -2.2924, 4.1948], [0.6799, 5.6448, 1.2170], [-4.9226, -1.4369, -0.2554], [-2.0890, 3.1954, -0.7458], [-2.4251, 5.7723, -2.0514], [-0.3573, 9.7474, 1.0031], [6.3582, -2.1452, 0.6198], [5.9975, -8.4974, 4.9225], [1.2658, 2.3072, 1.0343], [-1.9998, 9.0852, -2.8739], [5.3428, -9.3450, 7.3885], [-4.4362, 2.4554, -4.8564], [6.8883, -8.7003, 8.0205], [-0.1922, -1.8374, -0.4128], [4.5806, -1.9271, -2.6926], [-0.7702, 6.3487, -2.7157], [5.9984, -3.3329, -0.6799], [-7.0323, 2.5295, -2.0509], [0.2576, -1.6653, -2.1158], [0.3659, -8.8003, 5.3146], [0.4014, -3.0423, 1.3609], [-0.5703, 1.1984, 0.1761], [2.1053, 4.0151, -1.4920], [5.3440, -8.1176, 8.6684], [-5.5341, 3.7859, -5.3343], [-7.4578, 2.7680, -3.7559], [4.0454, -0.6231, -3.9089], [-6.3609, 1.4369, -3.2765], [1.0713, -4.1836, -5.7347], [-2.6321, 0.8896, -2.4769], [6.4019, -3.9873, 0.9491], [1.6446, -5.1985, 1.5443], [-1.7623, 5.1507, -3.6009], [4.2506, 2.8905, -1.0740], [2.2046, 0.9252, -2.3489], [-0.2543, 9.3928, -2.8004], [2.5204, -7.3149, 5.9230], [7.5431, -7.8528, 5.5545], [1.4729, -5.8742, 6.1099], [-3.2465, 6.4129, 2.6786], [-9.2187, -3.6168, -0.6714], [-8.6831, 0.1460, -1.0337], [4.2171, -0.9286, 0.3622], [2.7922, -5.8759, 4.9233], [0.5324, -0.7172, 6.3418], [-2.4049, 1.1120, -0.8734], [2.0631, -1.3416, -3.0631], [3.1122, 0.3336, -0.8488], [2.0763, 0.3758, 1.1832], [-3.9825, 4.1433, -4.5538], [-1.9061, 7.0102, 3.6745], [0.2170, 3.4706, 0.2199], [0.1544, 7.3389, 1.2117], [0.4627, -0.4755, 1.3966], [4.1877, -5.3328, 1.1060], [-9.1415, -3.0393, 1.0207], [0.9214, -1.5427, 7.8624], [0.3065, -4.0378, 4.4643], [-0.6794, -7.3593, 5.5015], [-0.3832, 11.1430, -0.0901], [-0.6243, -8.2315, 3.9579], [0.5710, 6.5269, 2.7521], [4.6473, -0.1751, -2.2710], [2.2740, -0.2028, -6.6594], [1.5704, -3.8818, -7.4093], [6.3819, -6.7737, 4.7593], [-7.7251, -3.7942, 0.2673]],
  "lowdin_charge": [0.2509, 0.6573, 0.8485, 0.6023, 0.1106, 0.1312, 0.1203, -0.2894, 0.0455, 0.0565, 0.0390, 0.0402, -0.3645, 0.0442, -0.2726, 0.0547, 0.0610, 0.0564, -0.0868, -0.1040, 0.0249, -0.8387, -0.4734, -0.1481, -0.5119, -0.0270, -0.1729, -0.0620, -0.0690, -0.0980, -0.2913, -0.1554, -0.4785, -0.0160, -0.0234, -0.2285, -0.0248, -0.0210, -0.0136, -0.0150, -0.5537, -0.0206, -0.5071, -0.0226, 0.0094, -0.1725, -0.0121, -0.0033, -0.0180, -0.0243, -0.0675, -0.0180, -0.1541, -0.0118, -0.0124, -0.0093, -0.3175, -0.4910, -0.5020, -0.1750, -0.5027, -0.1090, -0.0897, -0.0248, -0.2037, -0.4952, 0.0893, 0.0875, 0.0727, 0.0900, 0.0843, 0.0928, 0.0913, 0.0905, 0.0895, 0.0935, 0.0876, 0.1176, 0.0667, 0.0802, 0.0676, 0.0332, 0.1514, 0.1002, 0.0746, 0.0743, 0.0850, 0.1278, 0.0816, 0.0849, 0.0833, 0.0864, 0.0660, 0.0843, 0.0932, 0.0806, 0.0810, 0.1126, 0.0868, 0.0893, 0.1591, 0.0934, 0.0833, 0.0921, 0.0904, 0.0780, 0.0854, 0.0854, 0.1546, 0.0758, 0.0844, 0.0787, 0.0753, 0.0977, 0.0858, 0.0837, 0.0858, 0.0766, 0.0868, 0.0923, 0.0748, 0.1047, 0.0837, 0.0831, 0.1542, 0.0488, 0.0913, 0.1164, 0.0706, 0.0888, 0.0945, 0.0674, 0.1265, 0.1094, 0.0924, 0.0838, 0.0754, 0.0886, 0.0907, 0.0815, 0.0922, 0.0796, 0.0759, 0.0895, 0.0799, 0.0845],
  "gap_ev": 7.11,
  "homo_ha": -0.369,
  "total_charge": 1
}